[1]
The following is a DFT calculation (ωB97M-V/def2-TZVPD) of the molecule C19H24N2O3S.

* highest occupied orbital energy: -8.3697 eV
* net charge: 0

Each atom is followed by the atoms it is bonded to, with distances in Å.
Atoms and positions in Å:
1 C -4.9933 -0.0289 -0.1367  C2 1.496, H47 1.087, H48 1.089, H49 1.089
2 C -4.0975 1.1676 -0.1908  C1 1.496, C3 1.389, C7 1.404
3 C -4.6354 2.4109 -0.4986  C2 1.389, C4 1.383, H46 1.081
4 C -3.8517 3.5480 -0.5654  C3 1.383, C5 1.386, H45 1.080
5 C -2.4901 3.4609 -0.3226  C4 1.386, C6 1.378, H44 1.079
6 C -1.9315 2.2394 -0.0145  C5 1.378, C7 1.399, H43 1.078
7 C -2.7184 1.0854 0.0566  C2 1.404, C6 1.399, C8 1.448
8 C -2.0423 -0.1518 0.3866  C7 1.448, N9 1.309, O12 1.346
9 N -0.7494 -0.2686 0.5525  C8 1.309, C10 1.369
10 C -0.5233 -1.5840 0.8551  N9 1.369, C11 1.370, C17 1.470
11 C -1.7268 -2.2384 0.8448  C10 1.370, O12 1.354, C13 1.482
12 O -2.6822 -1.3237 0.5572  C8 1.346, C11 1.354
13 C -2.0980 -3.6549 1.0723  C11 1.482, H14 1.090, H15 1.086, H16 1.089
14 H -1.8295 -3.9642 2.0821  C13 1.090
15 H -3.1683 -3.7769 0.9331  C13 1.086
16 H -1.5655 -4.2867 0.3636  C13 1.089
17 C 0.8235 -2.1388 1.0533  C10 1.470, H18 1.085, H19 1.089, S20 1.884
18 H 1.5387 -1.3913 1.3819  C17 1.085
19 H 0.8025 -2.9811 1.7424  C17 1.089
20 S 1.4732 -2.8588 -0.5618  C17 1.884, O21 1.464, C22 1.860
21 O 0.3493 -3.6289 -1.0980  S20 1.464
22 C 1.4661 -1.2761 -1.5394  S20 1.860, C23 1.516, H41 1.087, H42 1.089
23 C 2.4372 -0.2672 -0.9586  C22 1.516, O24 1.216, N25 1.346
24 O 3.6278 -0.3204 -1.1980  C23 1.216
25 N 1.8436 0.6477 -0.1689  C23 1.346, H26 1.020, C27 1.451
26 H 0.8529 0.5257 0.0392  N25 1.020
27 C 2.5463 1.7025 0.5376  N25 1.451, H28 1.094, C29 1.541, C35 1.548
28 H 1.7855 2.2189 1.1294  C27 1.094
29 C 3.2353 2.6949 -0.4191  C27 1.541, C30 1.525, H39 1.089, H40 1.089
30 C 4.5161 3.0989 0.3027  C29 1.525, H31 1.092, C32 1.525, H38 1.089
31 H 4.2978 3.8341 1.0804  C30 1.092
32 C 4.9656 1.7835 0.9295  C30 1.525, H33 1.089, H34 1.089, C35 1.529
33 H 5.3658 1.1324 0.1530  C32 1.089
34 H 5.7169 1.9158 1.7067  C32 1.089
35 C 3.6676 1.1824 1.4695  C27 1.548, C32 1.529, H36 1.091, H37 1.089
36 H 3.4836 1.5189 2.4907  C35 1.091
37 H 3.7045 0.0945 1.4694  C35 1.089
38 H 5.2584 3.5183 -0.3740  C30 1.089
39 H 3.4904 2.1708 -1.3392  C29 1.089
40 H 2.5935 3.5406 -0.6630  C29 1.089
41 H 0.4405 -0.9175 -1.5802  C22 1.087
42 H 1.7997 -1.5762 -2.5322  C22 1.089
43 H -0.8744 2.1536 0.1803  C6 1.078
44 H -1.8692 4.3423 -0.3731  C5 1.079
45 H -4.3019 4.4992 -0.8068  C4 1.080
46 H -5.6961 2.4860 -0.6908  C3 1.081
47 H -6.0130 0.2481 -0.3930  C1 1.087
48 H -4.9911 -0.4659 0.8609  C1 1.089
49 H -4.6547 -0.7960 -0.8315  C1 1.089

These are the natural (NBO) partial charges, in e, on atoms 1 to 8: number 1, C, carries -0.63; number 2, C, carries 0.00; number 3, C, carries -0.20; number 4, C, carries -0.19; number 5, C, carries -0.22; number 6, C, carries -0.17; number 7, C, carries -0.06; number 8, C, carries 0.49



[2]
The following is a DFT calculation (ωB97M-V/def2-TZVPD) of the molecule C19H24N2O3S.

* highest occupied orbital energy: -7.8470 eV
* SMILES: COc1ccc(OCCN(C)CC(=O)Nc2ccccc2SC)cc1
* net charge: 0

Each atom is followed by the atoms it is bonded to, with distances in Å.
Atoms and positions in Å:
1 C 1.8810 -5.3019 2.0515  H2 1.095, O3 1.406, H48 1.089, H49 1.096
2 H 1.0430 -5.9769 1.8491  C1 1.095
3 O 2.0928 -4.4070 0.9884  C1 1.406, C4 1.366
4 C 1.0762 -3.5654 0.6360  O3 1.366, C5 1.387, C9 1.397
5 C -0.1499 -3.4806 1.2779  C4 1.387, C6 1.388, H47 1.079
6 C -1.1101 -2.5748 0.8474  C5 1.388, C7 1.385, H46 1.078
7 C -0.8607 -1.7496 -0.2367  C6 1.385, C8 1.397, O12 1.369
8 C 0.3728 -1.8373 -0.8861  C7 1.397, C9 1.374, H11 1.079
9 C 1.3262 -2.7284 -0.4546  C4 1.397, C8 1.374, H10 1.078
10 H 2.2833 -2.7962 -0.9465  C9 1.078
11 H 0.5652 -1.1896 -1.7270  C8 1.079
12 O -1.7363 -0.8263 -0.7423  C7 1.369, C13 1.414
13 C -2.9160 -0.5358 -0.0185  O12 1.414, C14 1.543, H44 1.097, H45 1.098
14 C -3.7692 0.4557 -0.8374  C13 1.543, N15 1.433, H42 1.093, H43 1.096
15 N -3.2263 1.7532 -1.1137  C14 1.433, C16 1.441, C20 1.448
16 C -3.0103 2.6255 0.0133  N15 1.441, H17 1.100, H18 1.089, H19 1.092
17 H -2.2015 2.3105 0.6890  C16 1.100
18 H -2.7732 3.6207 -0.3598  C16 1.089
19 H -3.9344 2.6836 0.5914  C16 1.092
20 C -2.3563 1.9229 -2.2588  N15 1.448, H21 1.093, C22 1.530, H41 1.100
21 H -2.2762 0.9753 -2.7969  C20 1.093
22 C -0.9331 2.4155 -1.9876  C20 1.530, O23 1.212, N24 1.357
23 O -0.4677 3.3659 -2.5794  C22 1.212
24 N -0.2764 1.6890 -1.0482  C22 1.357, C25 1.394, H40 1.015
25 C 1.0237 1.8780 -0.5812  N24 1.394, C26 1.391, C30 1.402
26 C 1.9979 2.5022 -1.3531  C25 1.391, C27 1.382, H39 1.077
27 C 3.2883 2.6431 -0.8778  C26 1.382, C28 1.383, H38 1.079
28 C 3.6261 2.1588 0.3733  C27 1.383, C29 1.384, H37 1.079
29 C 2.6649 1.5485 1.1593  C28 1.384, C30 1.385, H36 1.079
30 C 1.3691 1.4046 0.6930  C25 1.402, C29 1.385, S31 1.778
31 S 0.0972 0.6818 1.7035  C30 1.778, C32 1.813
32 C 1.0253 -0.4788 2.7429  S31 1.813, H33 1.086, H34 1.086, H35 1.086
33 H 1.5338 0.0518 3.5431  C32 1.086
34 H 0.2887 -1.1573 3.1619  C32 1.086
35 H 1.7252 -1.0286 2.1213  C32 1.086
36 H 2.9311 1.1976 2.1440  C29 1.079
37 H 4.6323 2.2639 0.7497  C28 1.079
38 H 4.0317 3.1303 -1.4899  C27 1.079
39 H 1.7262 2.8803 -2.3243  C26 1.077
40 H -0.7832 0.9125 -0.6347  N24 1.015
41 H -2.8028 2.6641 -2.9381  C20 1.100
42 H -4.0123 -0.0172 -1.7919  C14 1.093
43 H -4.7029 0.5959 -0.2799  C14 1.096
44 H -3.5103 -1.4459 0.1317  C13 1.097
45 H -2.6584 -0.1125 0.9611  C13 1.098
46 H -2.0466 -2.5269 1.3801  C6 1.078
47 H -0.3813 -4.1085 2.1240  C5 1.079
48 H 2.7980 -5.8832 2.1349  C1 1.089
49 H 1.7023 -4.7740 2.9946  C1 1.096

These are the natural (NBO) partial charges, in e, on atoms 1 to 8: number 1, C, carries -0.25; number 2, H, carries 0.18; number 3, O, carries -0.49; number 4, C, carries 0.27; number 5, C, carries -0.31; number 6, C, carries -0.24; number 7, C, carries 0.28; number 8, C, carries -0.23



[3]
The following is a DFT calculation (ωB97M-V/def2-TZVPD) of the molecule C19H24N2O4S.

* highest occupied orbital energy: -8.3942 eV
* SMILES: CN(CCCS(=O)(=O)O)CCON=C(c1ccccc1)c1ccccc1
* net charge: 0

Each atom is followed by the atoms it is bonded to, with distances in Å.
Atoms and positions in Å:
1 O 3.0282 -6.3141 0.0180  S26 1.479
2 O 0.7217 -6.7566 0.8184  S26 1.443
3 N -0.0801 1.5749 2.1324  O4 1.441, C6 1.356
4 O 1.2884 1.1405 2.0123  N3 1.441, C21 1.481
5 O 2.1721 -6.0261 2.3142  S26 1.575, H27 0.998
6 C -0.3863 2.7780 1.5869  N3 1.356, C17 1.489, C18 1.519
7 C -4.5278 4.0645 1.8727  C9 1.353, C10 1.379, H28 1.060
8 C 2.7598 4.8262 -0.3111  C11 1.444, C12 1.368, H29 1.051
9 C -3.5591 4.9841 1.6559  C7 1.353, C13 1.415, H30 1.125
10 C -4.1577 2.7553 2.0964  C7 1.379, C14 1.413, H31 1.068
11 C 2.4608 5.2099 1.0485  C8 1.444, C15 1.377, H32 1.155
12 C 2.1125 3.8408 -1.0040  C8 1.368, C16 1.440, H33 1.050
13 C -2.2040 4.5819 1.5981  C9 1.415, C17 1.422, H34 1.066
14 C -2.8055 2.3443 2.0978  C10 1.413, C17 1.385, H35 1.078
15 C 1.3133 4.6716 1.5870  C11 1.377, C18 1.417, H36 1.126
16 C 0.9984 3.2156 -0.3393  C12 1.440, C18 1.336, H37 1.099
17 C -1.7940 3.2306 1.7660  C6 1.489, C13 1.422, C14 1.385
18 C 0.6683 3.6206 0.8898  C6 1.519, C15 1.417, C16 1.336
19 N 1.9433 -1.3536 -0.7881  C20 1.558, C22 1.493, C23 1.515
20 C 3.1269 -1.2595 -1.7971  N19 1.558, H38 1.113, H39 1.077, H40 1.084
21 C 1.3239 -0.1925 1.3671  O4 1.481, C22 1.482, H41 1.102, H42 1.072
22 C 1.8234 -0.0770 -0.0237  N19 1.493, C21 1.482, H43 1.112, H44 1.048
23 C 0.7410 -2.2580 -0.9691  N19 1.515, C24 1.489, H45 1.093, H46 1.098
24 C 1.0811 -3.6967 -0.7870  C23 1.489, C25 1.497, H47 1.131, H48 1.018
25 C 1.5284 -4.0286 0.6021  C24 1.497, S26 1.863, H49 1.184, H50 1.078
26 S 1.8483 -5.8551 0.7821  O1 1.479, O2 1.443, O5 1.575, C25 1.863
27 H 1.5115 -6.7092 2.6197  O5 0.998
28 H -5.5322 4.3967 1.9419  C7 1.060
29 H 3.5686 5.2902 -0.7951  C8 1.051
30 H -3.7559 6.0803 1.4976  C9 1.125
31 H -4.9738 2.0741 2.1958  C10 1.068
32 H 3.0220 5.9834 1.6966  C11 1.155
33 H 2.2572 3.5872 -2.0122  C12 1.050
34 H -1.5540 5.3285 1.2033  C13 1.066
35 H -2.5772 1.3032 2.2568  C14 1.078
36 H 0.9807 5.0184 2.6055  C15 1.126
37 H 0.2753 2.5568 -0.8398  C16 1.099
38 H 3.8749 -0.5001 -1.4761  C20 1.113
39 H 2.7685 -0.9938 -2.7769  C20 1.077
40 H 3.4865 -2.2806 -1.8565  C20 1.084
41 H 0.2552 -0.4503 1.2938  C21 1.102
42 H 1.9057 -0.8500 1.9814  C21 1.072
43 H 2.8162 0.4170 0.0579  C22 1.112
44 H 1.1889 0.4778 -0.6460  C22 1.048
45 H 0.3219 -2.1286 -1.9707  C23 1.093
46 H -0.1194 -1.9248 -0.3734  C23 1.098
47 H 0.1610 -4.2427 -1.1542  C24 1.131
48 H 1.8873 -3.9813 -1.3392  C24 1.018
49 H 2.4688 -3.3412 0.8137  C25 1.184
50 H 0.7962 -3.6731 1.3088  C25 1.078

These are the natural (NBO) partial charges, in e, on atoms 1 to 8: number 1, O, carries -0.90; number 2, O, carries -0.96; number 3, N, carries -0.13; number 4, O, carries -0.41; number 5, O, carries -0.90; number 6, C, carries 0.23; number 7, C, carries -0.21; number 8, C, carries -0.21



[4]
The following is a DFT calculation (ωB97M-V/def2-TZVPD) of the molecule C19H24N2O4S2.

* highest occupied orbital energy: -8.7057 eV
* SMILES: COc1ccccc1N(CC(=O)NC1CCCCC1)S(=O)(=O)c1cccs1
* net charge: 0

Each atom is followed by the atoms it is bonded to, with distances in Å.
Atoms and positions in Å:
1 C -2.4569 -2.7980 -1.8808  H2 1.092, O3 1.410, H50 1.096, H51 1.089
2 H -3.1665 -2.3052 -2.5493  C1 1.092
3 O -2.2169 -2.0089 -0.7369  C1 1.410, C4 1.360
4 C -3.2902 -1.5084 -0.0677  O3 1.360, C5 1.388, C9 1.402
5 C -4.5703 -2.0447 -0.0811  C4 1.388, C6 1.386, H49 1.079
6 C -5.5692 -1.4633 0.6834  C5 1.386, C7 1.382, H48 1.080
7 C -5.3118 -0.3455 1.4549  C6 1.382, C8 1.386, H47 1.079
8 C -4.0436 0.2140 1.4529  C7 1.386, C9 1.381, H46 1.079
9 C -3.0386 -0.3624 0.7007  C4 1.402, C8 1.381, N10 1.418
10 N -1.7588 0.2445 0.6261  C9 1.418, S11 1.683, C22 1.449
11 S -1.3362 0.7166 -0.9334  N10 1.683, O12 1.434, O13 1.437, C14 1.769
12 O -2.4809 0.6034 -1.7892  S11 1.434
13 O -0.1042 0.1045 -1.3490  S11 1.437
14 C -1.0331 2.4450 -0.7116  S11 1.769, C15 1.359, S18 1.712
15 C -0.0237 3.1993 -1.2208  C14 1.359, C16 1.412, H21 1.074
16 C -0.1251 4.5542 -0.8382  C15 1.412, C17 1.359, H20 1.075
17 C -1.2096 4.7899 -0.0540  C16 1.359, S18 1.720, H19 1.072
18 S -2.1261 3.3634 0.2324  C14 1.712, C17 1.720
19 H -1.5226 5.7193 0.3783  C17 1.072
20 H 0.5802 5.3104 -1.1319  C16 1.075
21 H 0.7583 2.7877 -1.8313  C15 1.074
22 C -0.6896 -0.3983 1.3640  N10 1.449, H23 1.097, H24 1.095, C25 1.527
23 H -0.5080 -1.4171 1.0001  C22 1.097
24 H -0.9820 -0.4315 2.4187  C22 1.095
25 C 0.5560 0.4732 1.2199  C22 1.527, O26 1.215, N27 1.343
26 O 0.5067 1.6737 1.4028  C25 1.215
27 N 1.6857 -0.1939 0.9348  C25 1.343, H28 1.007, C29 1.452
28 H 1.6105 -1.1496 0.6257  N27 1.007
29 C 2.9055 0.4976 0.5589  N27 1.452, C30 1.532, C34 1.531, H45 1.096
30 C 3.1908 0.3018 -0.9335  C29 1.532, C31 1.527, H43 1.091, H44 1.092
31 C 3.6430 -1.1220 -1.2505  C30 1.527, C32 1.525, H41 1.092, H42 1.092
32 C 4.8413 -1.5205 -0.3948  C31 1.525, C33 1.525, H39 1.092, H40 1.092
33 C 4.5006 -1.3992 1.0870  C32 1.525, C34 1.526, H37 1.092, H38 1.092
34 C 4.0826 0.0303 1.4199  C29 1.531, C33 1.526, H35 1.091, H36 1.092
35 H 3.8083 0.1075 2.4734  C34 1.091
36 H 4.9252 0.7009 1.2408  C34 1.092
37 H 5.3668 -1.6751 1.6923  C33 1.092
38 H 3.6919 -2.0895 1.3360  C33 1.092
39 H 5.1415 -2.5446 -0.6267  C32 1.092
40 H 5.6842 -0.8648 -0.6250  C32 1.092
41 H 2.8193 -1.8181 -1.0775  C31 1.092
42 H 3.9030 -1.1884 -2.3087  C31 1.092
43 H 2.2789 0.5256 -1.4898  C30 1.091
44 H 3.9693 1.0056 -1.2348  C30 1.092
45 H 2.7081 1.5567 0.7579  C29 1.096
46 H -3.8231 1.1058 2.0186  C8 1.079
47 H -6.0976 0.1027 2.0428  C7 1.079
48 H -6.5604 -1.8916 0.6670  C6 1.080
49 H -4.7945 -2.9111 -0.6837  C5 1.079
50 H -2.8248 -3.7937 -1.6092  C1 1.096
51 H -1.4937 -2.8882 -2.3801  C1 1.089

These are the natural (NBO) partial charges, in e, on atoms 1 to 8: number 1, C, carries -0.25; number 2, H, carries 0.19; number 3, O, carries -0.53; number 4, C, carries 0.39; number 5, C, carries -0.30; number 6, C, carries -0.18; number 7, C, carries -0.24; number 8, C, carries -0.17



[5]
The following is a DFT calculation (ωB97M-V/def2-TZVPD) of the molecule C19H24N2O5S.

* highest occupied orbital energy: -8.4221 eV
* SMILES: CCOc1ccc(S(=O)(=O)N2CCC(C(=O)NCc3ccco3)CC2)cc1
* net charge: 0

Each atom is followed by the atoms it is bonded to, with distances in Å.
Atoms and positions in Å:
1 C 5.7171 -0.0852 -4.0352  C2 1.525, H49 1.087, H50 1.087, H51 1.086
2 C 4.4479 -0.2578 -4.8630  C1 1.525, H3 1.093, H4 1.096, O5 1.417
3 H 4.7092 -0.4584 -5.9055  C2 1.093
4 H 3.8296 0.6469 -4.8307  C2 1.096
5 O 3.6946 -1.3926 -4.4715  C2 1.417, C6 1.351
6 C 2.9508 -1.3649 -3.3443  O5 1.351, C7 1.395, C11 1.402
7 C 2.7400 -0.2472 -2.5369  C6 1.395, C8 1.385, H48 1.078
8 C 1.9338 -0.3500 -1.4157  C7 1.385, C9 1.379, H47 1.079
9 C 1.3439 -1.5548 -1.0951  C8 1.379, C10 1.385, S14 1.781
10 C 1.5436 -2.6745 -1.8853  C9 1.385, C11 1.377, H13 1.078
11 C 2.3403 -2.5805 -3.0040  C6 1.402, C10 1.377, H12 1.078
12 H 2.5164 -3.4319 -3.6415  C11 1.078
13 H 1.0732 -3.6018 -1.6022  C10 1.078
14 S 0.3031 -1.7071 0.3427  C9 1.781, O15 1.446, O16 1.432, N17 1.686
15 O 0.2776 -0.4395 1.0376  S14 1.446
16 O 0.6925 -2.8534 1.1070  S14 1.432
17 N -1.1681 -2.0919 -0.3849  S14 1.686, C18 1.451, C24 1.447
18 C -2.1174 -2.6887 0.5358  N17 1.451, C19 1.526, H45 1.094, H46 1.091
19 C -2.5890 -1.6649 1.5646  C18 1.526, H20 1.090, H21 1.091, C22 1.536
20 H -1.7303 -1.4090 2.1859  C19 1.090
21 H -3.3542 -2.1035 2.2072  C19 1.091
22 C -3.1592 -0.4099 0.8861  C19 1.536, C23 1.538, C29 1.530, H44 1.095
23 C -2.2857 0.1157 -0.2659  C22 1.538, C24 1.529, H27 1.089, H28 1.092
24 C -1.7587 -1.0151 -1.1503  N17 1.447, C23 1.529, H25 1.095, H26 1.093
25 H -2.5672 -1.4496 -1.7469  C24 1.095
26 H -0.9915 -0.6368 -1.8306  C24 1.093
27 H -1.4290 0.6573 0.1324  C23 1.089
28 H -2.8719 0.8093 -0.8717  C23 1.092
29 C -3.3293 0.7074 1.9178  C22 1.530, O30 1.214, N31 1.349
30 O -4.4035 1.2124 2.1709  C29 1.214
31 N -2.1784 1.0658 2.5240  C29 1.349, H32 1.012, C33 1.448
32 H -1.3007 0.6633 2.2208  N31 1.012
33 C -2.1077 2.1906 3.4332  N31 1.448, C34 1.494, H42 1.094, H43 1.095
34 C -1.3547 3.3280 2.8243  C33 1.494, C35 1.365, O38 1.350
35 C -1.6113 4.0867 1.7194  C34 1.365, C36 1.416, H41 1.071
36 C -0.5234 4.9846 1.5950  C35 1.416, C37 1.360, H40 1.071
37 C 0.3123 4.7018 2.6297  C36 1.360, O38 1.343, H39 1.072
38 O -0.1795 3.6987 3.3755  C34 1.350, C37 1.343
39 H 1.2476 5.1273 2.9348  C37 1.072
40 H -0.3884 5.7343 0.8425  C36 1.071
41 H -2.4712 4.0146 1.0858  C35 1.071
42 H -1.6111 1.8911 4.3608  C33 1.094
43 H -3.1424 2.4796 3.6430  C33 1.095
44 H -4.1538 -0.6481 0.4943  C22 1.095
45 H -2.9530 -3.0798 -0.0520  C18 1.094
46 H -1.6037 -3.5155 1.0276  C18 1.091
47 H 1.7615 0.5014 -0.7758  C8 1.079
48 H 3.1918 0.7040 -2.7674  C7 1.078
49 H 6.3292 -0.9802 -4.1099  C1 1.087
50 H 5.4809 0.0818 -2.9872  C1 1.087
51 H 6.2847 0.7623 -4.4090  C1 1.086

These are the natural (NBO) partial charges, in e, on atoms 1 to 8: number 1, C, carries -0.64; number 2, C, carries -0.06; number 3, H, carries 0.20; number 4, H, carries 0.17; number 5, O, carries -0.48; number 6, C, carries 0.33; number 7, C, carries -0.28; number 8, C, carries -0.16



The E results, record by record, are as follows: -1471.84487 -1471.81321 -1546.85818 -1945.24219 -1622.29544 Eh.